10
Properties=species:S:1:pos:R:3 method="wB97M-V/def2-TZVPD" homo_ev=-8.889 e_tot_ev=-14346.031 relative_energy_kcal_mol=108.07
C 0.508 0.766 1.038
C 0.807 -0.616 0.335
O 0.970 -0.885 -0.830
O -2.330 -0.135 -0.520
I -1.821 -0.236 -2.255
H 0.491 0.645 2.023
H -0.434 1.076 0.613
H 1.094 1.630 0.935
H 0.963 -1.523 1.087
H -0.248 -0.722 -2.427

---

67
Properties=species:S:1:pos:R:3 method="wB97M-V/def2-TZVPD" homo_ev=-6.745 e_tot_ev=-227068.197 relative_energy_kcal_mol=0.00
Ti -1.432 -0.458 -0.420
Se -3.929 -0.460 -0.460
Te -5.131 -1.685 -2.285
Te -2.895 -2.590 -3.558
Se -1.487 -0.625 -3.058
C -2.688 -3.033 1.849
Si -2.213 -1.435 2.674
C -0.807 -1.781 3.842
C -3.704 -0.765 3.544
N -1.685 -0.222 1.450
C -1.505 1.134 1.842
C -1.324 1.570 3.150
C -1.197 2.921 3.444
C -1.252 3.867 2.435
C -1.392 3.459 1.113
C -1.485 2.115 0.855
O -1.579 1.595 -0.461
C -1.299 2.467 -1.555
C -2.347 2.703 -2.413
C -2.113 3.514 -3.515
C -0.854 4.058 -3.724
C 0.179 3.797 -2.830
C -0.034 2.987 -1.722
H -3.500 -3.475 2.435
H -1.856 -3.740 1.850
H -3.064 -2.907 0.836
H -0.757 -2.854 4.039
H -0.926 -1.271 4.801
H 0.144 -1.469 3.402
H -4.035 -1.487 4.297
H -4.513 -0.630 2.820
H -3.534 0.189 4.043
H -1.264 0.841 3.947
H -1.056 3.228 4.472
H -1.170 4.921 2.662
H -1.409 4.178 0.306
H -3.308 2.244 -2.226
H -2.917 3.705 -4.213
H -0.674 4.683 -4.589
H 1.160 4.225 -2.990
H 0.746 2.765 -1.008
N 6.979 -0.236 -2.177
C 5.727 -0.212 -1.593
C 5.472 -0.943 -0.431
C 4.230 -0.886 0.173
C 3.237 -0.085 -0.369
C 3.474 0.641 -1.532
C 4.709 0.579 -2.140
S 1.671 0.001 0.393
O 1.684 -0.900 1.516
O 1.351 1.387 0.604
N 0.586 -0.532 -0.753
C 0.565 -1.940 -0.890
N 1.624 -2.667 -1.177
C 1.397 -3.974 -1.319
C 0.145 -4.555 -1.189
C -0.904 -3.717 -0.870
N -0.680 -2.417 -0.707
H 7.593 -0.991 -1.930
H 7.054 0.071 -3.130
H 6.253 -1.562 -0.006
H 4.020 -1.461 1.065
H 2.686 1.244 -1.967
H 4.896 1.140 -3.047
H 2.263 -4.584 -1.550
H -0.009 -5.614 -1.325
H -1.917 -4.065 -0.733

---

17
Properties=species:S:1:pos:R:3 method="wB97M-V/def2-TZVPD" homo_ev="-7.664 / -7.664" e_tot_ev=-17984.059 relative_energy_kcal_mol=104.56
C 2.281 -0.651 -0.403
C 2.354 0.859 1.216
C 0.463 0.310 0.313
C -1.913 0.936 0.123
C -0.946 -1.016 -1.281
C -0.836 -0.113 -0.023
N 1.099 0.978 1.199
O 2.961 -0.012 0.451
I -1.657 -1.694 1.662
H 2.870 -1.406 -1.044
H 2.877 1.568 1.800
H -2.958 0.710 -0.242
H -2.061 1.480 1.152
H -1.608 1.854 -0.473
H -1.918 -1.607 -1.089
H -0.077 -1.712 -1.204
H -0.930 -0.483 -2.156